DFT (ωB97M-V/def2-TZVPD) results for one molecule with the formula C18H23NO5.

The geometry in ORCA input format:
```
! wB97M-V def2-TZVPD RIJCOSX def2/J DEFGRID3
* xyz 0 1
C 3.772 -3.726 3.346
C 2.996 -4.091 2.090
H 3.527 -3.775 1.189
H 2.812 -5.170 2.058
O 1.744 -3.407 2.029
C 0.739 -3.939 2.743
O 0.804 -4.948 3.379
O -0.372 -3.212 2.678
C -0.422 -2.080 1.860
C -0.411 -2.203 0.482
C -0.521 -1.080 -0.329
C -0.665 0.190 0.257
C -0.647 0.291 1.646
C -0.530 -0.830 2.445
H -0.522 -0.739 3.519
H -0.729 1.254 2.120
N -0.790 1.333 -0.549
C -1.358 2.460 0.006
O -2.200 2.442 0.869
O -0.854 3.602 -0.501
C -1.450 4.812 -0.034
C -2.760 5.113 -0.747
H -3.483 4.329 -0.533
H -2.606 5.170 -1.822
H -3.155 6.061 -0.395
H -0.704 5.584 -0.236
H -1.620 4.732 1.044
C -0.237 1.332 -1.916
C -0.298 -0.060 -2.487
C -0.449 -1.178 -1.782
C -0.507 -2.523 -2.438
H -1.398 -3.062 -2.120
H -0.531 -2.415 -3.519
H 0.366 -3.116 -2.171
H -0.195 -0.108 -3.561
C 1.226 1.802 -1.881
H 1.649 1.779 -2.882
H 1.810 1.144 -1.240
H 1.282 2.815 -1.494
C -1.069 2.223 -2.850
H -0.810 1.999 -3.882
H -0.878 3.276 -2.678
H -2.129 2.022 -2.709
H -0.309 -3.183 0.045
H 3.912 -2.649 3.402
H 3.228 -4.061 4.226
H 4.744 -4.211 3.326
*
```

**Orbital gap**: 0.318 Ha
**LUMO**: 0.0243 Ha
**SMILES**: CCOC(=O)Oc1ccc2c(c1)C(C)=CC(C)(C)N2C(=O)OCC
**HOMO**: -0.2939 hartree
**Relative energy (zero: lowest compared OMol25 entry of this formula, charge and spin)**: 1.445 eV

DFT (ωB97M-V/def2-TZVPD) results for C39H37BiCl2N4O5 as an isolated structure.

The geometry in ORCA input format:
```
! wB97M-V def2-TZVPD RIJCOSX def2/J DEFGRID3
* xyz 0 1
Bi 1.055 -0.573 0.225
C -2.830 -2.422 -1.287
C -3.586 -2.820 -0.201
C -2.989 -2.901 1.044
C -1.650 -2.551 1.191
N -0.962 -2.061 0.146
C -1.524 -2.031 -1.060
C -0.959 -2.798 2.490
C -1.562 -3.604 3.454
C -0.866 -3.900 4.611
C 0.407 -3.398 4.784
C 0.948 -2.591 3.786
N 0.269 -2.311 2.670
C 2.338 -2.078 3.919
C 2.882 -1.786 5.165
C 4.204 -1.372 5.234
C 4.940 -1.271 4.067
C 4.308 -1.553 2.863
N 3.042 -1.947 2.795
H -3.239 -2.391 -2.286
H -4.628 -3.088 -0.323
H -3.566 -3.242 1.891
H -0.886 -1.681 -1.858
H -2.553 -4.008 3.310
H -1.310 -4.540 5.362
H 0.990 -3.663 5.655
H 2.279 -1.846 6.061
H 4.653 -1.136 6.190
H 5.981 -0.978 4.084
H 4.816 -1.447 1.910
O 5.545 -3.200 -3.417
C 4.693 -2.647 -2.780
C 4.878 -1.408 -1.908
O 5.916 -0.833 -1.687
C 3.542 -1.111 -1.376
C 2.620 -2.060 -1.804
O 1.367 -2.022 -1.410
C 3.231 -3.066 -2.664
O 2.720 -4.043 -3.163
O 3.217 -0.161 -0.566
Cl 1.884 2.310 1.834
C 0.688 3.035 2.932
Cl 0.632 2.160 4.466
H -0.287 2.982 2.461
H 0.994 4.052 3.141
C -5.259 1.904 -0.780
C -4.018 1.451 -0.057
C -4.079 1.104 1.286
C -2.920 0.726 1.950
C -2.979 0.330 3.402
C -1.714 0.698 1.263
C -1.611 0.970 -0.123
C -2.810 1.381 -0.737
N -0.404 0.792 -0.793
C -0.097 1.505 -2.047
C -0.849 0.959 -3.283
C -0.502 1.782 -4.529
C 0.987 1.620 -4.835
C 1.790 2.109 -3.629
C 1.515 3.596 -3.411
C 0.024 3.789 -3.128
C -0.822 3.261 -4.290
C -0.346 3.016 -1.862
C 1.393 1.327 -2.370
H -6.156 1.611 -0.236
H -5.306 1.486 -1.786
H -5.268 2.993 -0.874
H -5.022 1.138 1.820
H -3.775 0.868 3.918
H -2.041 0.533 3.912
H -3.180 -0.742 3.494
H -0.832 0.431 1.836
H -2.828 1.660 -1.778
H -1.927 0.956 -3.140
H -0.539 -0.079 -3.441
H -1.095 1.415 -5.372
H 1.257 2.201 -5.722
H 1.215 0.571 -5.042
H 2.857 1.953 -3.810
H 1.818 4.172 -4.290
H 2.098 3.958 -2.559
H -0.183 4.853 -2.976
H -0.625 3.837 -5.199
H -1.884 3.378 -4.049
H -1.392 3.199 -1.612
H 0.260 3.355 -1.015
H 2.003 1.670 -1.530
H 1.605 0.265 -2.531
*
```

**Orbital gap**: 0.252 Ha
**LUMO**: -0.0278 Ha
**HOMO**: -0.2797 hartree
**Relative energy (zero: lowest compared OMol25 entry of this formula, charge and spin)**: 0.377 eV

DFT (ωB97M-V/def2-TZVPD) results for C6H13O3Sm as an isolated structure in a non-equilibrium geometry.

The geometry in ORCA input format:
```
! wB97M-V def2-TZVPD RIJCOSX def2/J DEFGRID3
* xyz 0 8
C -1.965 -1.253 -1.762
C -3.148 -0.355 -2.034
H -1.369 -1.439 -2.665
H -2.271 -2.263 -1.456
H -2.860 0.540 -2.603
H -3.641 -0.040 -1.099
H -3.910 -0.869 -2.646
O 1.823 -1.691 2.191
C 0.710 -1.848 1.373
C 0.534 -0.709 0.391
O 0.861 0.488 1.022
C 1.284 1.622 0.255
C 1.957 2.575 1.244
O 2.870 1.910 2.055
Sm 2.548 0.062 2.676
H -0.225 -1.949 1.970
H 0.775 -2.781 0.777
H -0.928 -0.960 -0.806
H 0.420 2.085 -0.245
H 2.002 1.268 -0.502
H 1.163 3.068 1.843
H 2.437 3.374 0.646
H 0.934 -0.835 -0.624
*
```

**Orbital gap (alpha / beta)**: 0.202 / 0.341 Ha
**LUMO (alpha / beta)**: 0.0211 / -0.0050 Ha
**Expectation value of S²**: 15.76
**HOMO (alpha / beta)**: -0.1809 / -0.3456 hartree
**Relative energy (zero: lowest compared OMol25 entry of this formula, charge and spin)**: 1.373 eV

DFT (ωB97M-V/def2-TZVPD) results for a 2-piece molecular cluster, C6H9NO3 overall in a non-equilibrium geometry.

The geometry in ORCA input format:
```
! wB97M-V def2-TZVPD RIJCOSX def2/J DEFGRID3
* xyz 0 1
C 0.914 0.213 -1.014
C 1.836 -0.065 -0.298
C -0.250 1.852 -3.809
C -1.955 -0.427 0.197
C -1.648 0.642 -0.951
C 3.013 -0.117 0.478
N -0.858 -0.864 0.942
O 0.284 2.493 -3.046
O -0.672 1.237 -4.659
O -0.572 0.199 -1.705
H -2.809 -0.209 0.955
H -2.332 -1.304 -0.391
H -2.318 0.548 -1.774
H -1.513 1.628 -0.429
H 3.241 0.855 0.800
H 3.910 -0.552 -0.043
H 2.871 -0.594 1.430
H -0.080 -1.148 0.412
H -0.602 -0.418 1.762
*
```

**Orbital gap**: 0.336 Ha
**LUMO**: 0.0219 Ha
**SMILES**: CC#COCCN.O=C=O
**HOMO**: -0.3136 hartree
**Relative energy (zero: lowest compared OMol25 entry of this formula, charge and spin)**: 4.557 eV

DFT (ωB97M-V/def2-TZVPD) results for CH5BaO2 as an isolated structure in a non-equilibrium geometry.

The geometry in ORCA input format:
```
! wB97M-V def2-TZVPD RIJCOSX def2/J DEFGRID3
* xyz 0 2
O -0.417 -1.861 -1.788
Ba 1.335 -2.078 1.656
H -1.295 -2.068 -2.116
C 0.189 1.428 0.687
H 0.328 1.726 -0.369
H -0.676 1.984 1.090
H 1.084 1.788 1.227
O -0.004 0.051 0.798
H -0.544 -0.971 -1.185
*
```

**Orbital gap (alpha / beta)**: 0.176 / 0.297 Ha
**LUMO (alpha / beta)**: -0.0043 / -0.0057 Ha
**Expectation value of S²**: 0.75
**HOMO (alpha / beta)**: -0.1801 / -0.3032 hartree
**Relative energy (zero: lowest compared OMol25 entry of this formula, charge and spin)**: 0.000 eV

DFT (ωB97M-V/def2-TZVPD) results for a 2-piece molecular cluster, C2H4O3S overall in a non-equilibrium geometry.

The geometry in ORCA input format:
```
! wB97M-V def2-TZVPD RIJCOSX def2/J DEFGRID3
* xyz 0 1
C 0.337 -0.050 0.158
C 1.750 0.186 0.219
O -2.610 -1.449 -0.122
O -2.685 0.823 -1.031
O -0.488 0.532 0.824
S -2.721 -0.014 0.189
H 0.086 -0.645 -0.842
H 2.122 -0.851 -0.050
H 2.102 0.643 1.172
H 2.108 0.823 -0.518
*
```

**Orbital gap**: 0.385 Ha
**LUMO**: -0.0074 Ha
**HOMO**: -0.3929 hartree
**Relative energy (zero: lowest compared OMol25 entry of this formula, charge and spin)**: 0.676 eV